1.
{"formula": "H35O18", "method": "ωB97M-V/def2-TZVPD", "elements": ["O", "H", "H", "O", "H", "O", "H", "H", "O", "H", "H", "O", "H", "H", "O", "H", "H", "O", "H", "H", "O", "H", "H", "O", "H", "H", "O", "H", "H", "O", "H", "H", "O", "H", "H", "O", "H", "H", "O", "H", "H", "O", "H", "H", "O", "H", "H", "O", "H", "H", "O", "H", "H"], "coordinates": [[1.18, -2.50, 0.12], [0.43, -3.12, 0.29], [-3.45, -1.29, -3.72], [1.55, -1.19, 3.09], [1.18, -1.72, 2.37], [2.73, -4.05, -3.41], [1.90, -3.55, -3.15], [3.37, -3.97, -2.68], [-0.18, 0.02, 5.53], [1.91, -1.42, -3.38], [-0.30, -0.56, 4.69], [-2.48, 2.92, -1.30], [-2.58, 3.84, -1.50], [-2.46, 2.56, -2.13], [-1.51, -0.67, -5.10], [-0.57, -0.61, -4.95], [-1.75, -1.07, -5.89], [-2.52, -1.57, 0.30], [-2.98, -0.89, 0.83], [-1.54, -1.49, 0.62], [-0.98, -1.40, 3.53], [3.15, 0.04, 0.31], [-1.02, 0.05, 1.29], [3.62, 3.42, 1.35], [3.54, 4.14, 0.78], [3.19, 2.53, 1.17], [-1.98, 0.38, -2.45], [-1.65, 0.34, -1.48], [-1.63, -0.41, -2.89], [-0.33, -0.53, 1.08], [1.06, -0.89, -1.47], [-0.66, -1.21, 2.60], [0.26, -1.26, -1.88], [-0.24, -1.66, -1.07], [0.30, -0.65, 6.06], [-1.73, 2.54, 1.30], [1.23, -0.29, 2.94], [-2.36, 3.15, 1.59], [-3.24, -2.22, -3.43], [-0.30, -1.90, 3.87], [-2.75, -1.73, -2.62], [1.52, -1.13, -4.20], [0.70, -1.70, 0.53], [1.33, -0.13, -4.15], [2.36, 0.56, 0.55], [-1.73, 2.80, 0.35], [1.60, 0.04, 0.14], [1.07, 2.25, 3.91], [1.05, 1.38, 4.42], [0.38, 2.34, 3.31], [0.66, 4.32, 1.03], [0.83, 4.64, 1.97], [0.71, 3.38, 1.08]], "total_charge": -1, "homo_energy_ev": -6.893, "e_lumo_ha": 0.0854, "spin_multiplicity": 1}

2.
{"formula": "H36O18", "method": "ωB97M-V/def2-TZVPD", "elements": ["O", "H", "H", "O", "H", "H", "O", "H", "H", "O", "H", "H", "O", "H", "H", "O", "H", "H", "O", "H", "H", "O", "H", "H", "O", "H", "H", "O", "H", "H", "O", "H", "H", "O", "H", "H", "O", "H", "H", "O", "H", "H", "O", "H", "H", "O", "H", "H", "O", "H", "H", "O", "H", "H"], "coordinates": [[3.18, 3.85, 0.30], [3.83, 3.16, 0.24], [2.57, 3.63, 1.04], [-0.26, 1.27, -0.98], [0.25, 1.32, -0.12], [-1.00, 0.71, -1.18], [-0.78, -0.14, -6.02], [-1.73, -0.62, -6.16], [-0.26, -0.86, -5.63], [0.60, 1.48, 1.60], [0.10, 0.68, 1.64], [0.31, 2.32, 1.81], [-0.11, 3.56, -0.10], [-0.71, 2.74, -0.42], [0.62, 3.32, -0.77], [-1.31, -1.51, -2.45], [-1.06, -1.52, -3.31], [-1.12, -1.95, -1.61], [-2.95, 3.24, -0.81], [-2.40, 3.32, -1.58], [-2.73, 4.13, -0.54], [2.00, 1.71, -3.30], [1.42, 2.06, -2.68], [2.06, 2.31, -4.06], [-2.90, 0.87, 1.22], [-2.18, 0.42, 1.74], [-2.80, 1.89, 1.28], [-1.07, -0.32, 5.06], [-1.64, -1.05, 5.13], [-1.72, 0.30, 4.55], [3.22, 1.10, 3.76], [2.28, 1.26, 3.55], [2.99, 0.89, 4.69], [1.79, -1.63, -0.77], [2.55, -1.30, -0.24], [1.61, -0.81, -1.31], [-0.56, -0.86, 1.73], [-0.70, -1.19, 2.65], [0.20, -1.36, 1.32], [1.53, -4.32, -0.35], [1.80, -3.41, -0.53], [2.44, -4.32, 0.04], [-2.45, -2.39, 2.57], [-2.34, -3.27, 2.26], [-2.41, -1.59, 1.98], [-0.54, -3.61, 1.27], [0.06, -3.77, 0.59], [-0.65, -4.32, 1.98], [4.34, -2.33, -0.92], [5.31, -2.41, -0.98], [4.24, -1.38, -0.60], [-3.89, 0.12, -2.03], [-4.30, 0.38, -1.20], [-3.38, -0.61, -1.58]], "homo_energy_ev": -10.717, "e_lumo_ha": -0.0128, "spin_multiplicity": 1}

3.
{"formula": "H36O18", "method": "ωB97M-V/def2-TZVPD", "elements": ["O", "H", "H", "O", "H", "H", "O", "H", "H", "O", "H", "H", "O", "H", "H", "O", "H", "H", "O", "H", "H", "O", "H", "H", "O", "H", "H", "O", "H", "H", "O", "H", "H", "O", "H", "H", "O", "H", "H", "O", "H", "H", "O", "H", "H", "O", "H", "H", "O", "H", "H", "O", "H", "H"], "coordinates": [[3.66, 0.10, 2.26], [2.88, 0.06, 2.82], [4.37, -0.29, 2.78], [0.37, 4.82, 0.40], [1.00, 4.86, 1.14], [0.60, 4.04, -0.11], [5.08, -1.04, -0.73], [4.29, -0.49, -0.89], [4.62, -1.26, 0.10], [2.18, 3.62, 2.31], [3.01, 3.83, 1.88], [1.94, 2.72, 2.06], [-1.99, -1.15, 1.29], [-2.27, -1.67, 0.53], [-2.74, -0.92, 1.85], [1.72, 4.34, -2.14], [1.23, 5.10, -1.76], [2.37, 4.30, -1.42], [-2.80, 3.14, 3.79], [-3.63, 3.12, 3.32], [-3.02, 2.80, 4.65], [-1.63, -0.55, -2.36], [-2.42, -0.01, -2.28], [-1.67, -0.99, -1.50], [1.43, -3.20, -0.89], [2.27, -3.58, -0.72], [1.29, -2.32, -1.25], [-4.14, -0.04, -2.72], [-5.06, -0.33, -2.70], [-3.83, -0.53, -3.49], [-1.24, -4.30, -3.55], [-1.38, -3.78, -4.35], [-0.35, -3.99, -3.32], [0.71, -2.36, 4.83], [-0.10, -2.63, 5.26], [0.57, -2.28, 3.88], [4.71, 3.84, -0.09], [4.55, 3.22, -0.80], [4.26, 4.68, -0.14], [0.44, -0.41, -0.35], [-0.32, -0.29, 0.18], [0.20, -0.14, -1.25], [0.61, -3.74, 1.44], [0.49, -3.87, 0.47], [-0.08, -3.10, 1.66], [-4.79, -1.09, 1.21], [-4.61, -0.60, 0.40], [-5.31, -1.84, 0.91], [0.44, 1.14, -2.98], [0.98, 1.31, -2.19], [-0.29, 1.75, -2.84], [-2.88, -3.11, -1.32], [-3.57, -3.76, -1.42], [-2.12, -3.15, -1.90]], "homo_energy_ev": -10.273, "e_lumo_ha": -0.0115, "spin_multiplicity": 1}

4.
{"formula": "H37O19", "method": "ωB97M-V/def2-TZVPD", "elements": ["O", "H", "H", "O", "H", "H", "O", "H", "H", "O", "H", "H", "O", "H", "H", "O", "H", "H", "O", "H", "H", "O", "H", "O", "H", "H", "O", "H", "H", "O", "H", "H", "O", "H", "H", "O", "H", "H", "O", "H", "H", "O", "H", "H", "O", "H", "H", "O", "H", "H", "O", "H", "H", "O", "H", "H"], "coordinates": [[1.08, -2.80, -4.20], [0.76, -2.21, -1.44], [-0.02, 4.16, 0.38], [-0.81, -0.04, -0.33], [-3.66, -0.17, 0.88], [0.24, 0.05, -0.21], [-0.14, 4.72, 1.16], [-2.05, -2.80, 2.55], [2.92, 2.01, -2.35], [-2.50, -1.13, -2.63], [-2.44, -1.04, -1.67], [-2.73, -2.05, -2.74], [-1.20, 1.20, -3.59], [-1.96, 0.96, -3.07], [-0.81, 0.49, -4.10], [-2.86, 1.64, -1.14], [3.38, -3.42, 0.88], [-2.74, 1.00, -1.83], [2.82, 1.61, -1.49], [1.84, 3.83, -0.71], [3.09, 0.67, -1.43], [1.03, 3.90, -1.20], [1.52, -0.72, -1.20], [1.53, 0.08, 0.52], [2.77, -4.33, -0.17], [1.70, 1.02, 0.44], [-2.49, -3.29, 1.86], [-2.81, -0.85, 2.00], [-3.09, -2.71, 1.37], [-2.91, 2.67, 1.21], [-2.45, 3.33, 1.75], [2.12, -1.29, 1.10], [-3.65, -0.87, 1.54], [-2.01, 2.08, -1.17], [-0.73, 0.42, 4.43], [3.52, -3.74, -0.04], [-0.79, 0.55, 2.92], [1.21, 4.16, -2.10], [2.16, -0.83, -1.92], [-0.91, 5.27, 1.01], [1.81, 1.21, 2.27], [1.48, -1.21, 4.57], [2.31, -0.74, 4.70], [1.21, -0.99, 3.68], [-1.34, 0.41, 3.69], [1.34, -2.54, 1.31], [0.48, -2.50, -3.48], [2.19, -2.17, 1.57], [2.95, -1.22, -1.54], [-2.23, 2.02, 1.07], [-0.08, -2.47, -1.84], [-0.42, -1.62, -2.18], [-0.91, -0.93, -0.02], [1.17, 1.79, 2.70], [1.84, -2.20, -4.15], [0.31, 1.59, 2.35]], "total_charge": -1, "homo_energy_ev": -6.857, "e_lumo_ha": 0.0869, "spin_multiplicity": 1}